[1]
A molecular structure, C6H7NO in a non-equilibrium geometry. Source: OMol25; level of theory: ωB97M-V/def2-TZVPD.

Calculated values
- Total energy: -9870.532 eV
- Multiplicity: 1
- Total charge: 0
- Energy above the lowest of the compared OMol25 structures with the same formula, charge and spin: 2.125 eV
- HOMO-LUMO gap: 0.341 hartree
- HOMO: -0.3186 Ha

Element x y z (Å)
C -2.24239 -0.77926 0.25746
C -1.43128 0.46418 -0.11942
C 0.08054 0.37523 0.04137
C 0.96428 1.42082 0.18197
C 2.22503 0.78347 0.13821
C 2.11550 -0.54279 -0.23342
H -2.11153 -1.44212 -0.93440
H -3.27070 -0.59090 0.52131
H -1.93506 -1.30339 1.22638
H 0.73448 2.57599 0.27713
H 3.16559 1.27342 0.11024
H 2.55257 -1.47318 -0.40688
H 0.37065 -1.53976 -0.38380
N 0.73250 -0.75244 -0.25540
O -1.95019 1.53072 -0.42074


[2]
A molecular structure, C6H7NO in a non-equilibrium geometry. Source: OMol25; level of theory: ωB97M-V/def2-TZVPD.

Calculated values
- Total energy: -9867.165 eV
- Multiplicity: 1
- Total charge: 0
- Energy above the lowest of the compared OMol25 structures with the same formula, charge and spin: 5.493 eV
- HOMO-LUMO gap: 0.360 hartree
- HOMO: -0.3210 Ha

Element x y z (Å)
C 0.78766 0.43157 -0.83412
C -0.15884 -0.92403 -0.97816
C -1.51702 0.34066 0.14951
C -0.26018 1.24220 0.09890
C -0.34655 0.04857 1.16565
C 0.56536 -1.07702 0.42125
H 2.17006 0.44541 0.59869
H 0.84523 0.81433 -1.96983
H -0.11072 -1.63602 -1.63868
H -2.53381 0.75612 0.53269
H -0.42068 2.18102 0.15972
H -0.50771 0.13960 2.21505
H 1.06927 -2.08202 0.95726
N 1.79513 -0.14258 -0.06492
O -1.37721 -0.53782 -0.81303


[3]
A single C6H7NO molecule in a non-equilibrium geometry. Source: OMol25; level of theory: ωB97M-V/def2-TZVPD.

Calculated values
- Total energy: -9869.053 eV
- Multiplicity: 1
- Total charge: 0
- Energy above the lowest of the compared OMol25 structures with the same formula, charge and spin: 3.605 eV
- Structure (SMILES): c1cc2c([nH]1)CCO2
- HOMO-LUMO gap: 0.301 hartree
- HOMO: -0.2667 Ha

Element x y z (Å)
C 2.17978 -0.13688 -0.03677
C 1.57613 -1.31783 0.10907
C 0.21087 -0.88582 -0.19638
C 0.12203 0.45006 -0.21182
N 1.27079 0.94038 -0.08009
C -1.16143 0.99481 0.11407
C -2.01173 -0.43199 0.03057
O -1.00514 -1.44068 -0.24801
H 3.20108 -0.02374 0.19457
H 2.29843 -2.20181 0.24494
H 1.65061 1.93132 -0.54383
H -1.57858 1.44817 0.95854
H -1.51963 1.76023 -0.68896
H -2.32616 -0.72829 1.13581
H -2.90704 -0.35794 -0.78170


[4]
A single C6H7NO molecule in a non-equilibrium geometry. Source: OMol25; level of theory: ωB97M-V/def2-TZVPD.

Calculated values
- Total energy: -9867.302 eV
- Multiplicity: 1
- Total charge: 0
- Energy above the lowest of the compared OMol25 structures with the same formula, charge and spin: 5.356 eV
- Structure (SMILES): C=Cn1cccc1O
- HOMO-LUMO gap: 0.332 hartree
- HOMO: -0.3055 Ha

Element x y z (Å)
C -2.54926 -0.04106 -0.15356
C -1.16371 -0.59745 -0.17996
N 0.07256 -0.12604 -0.29474
C 0.85092 -1.15390 -0.07251
C 2.13996 -0.64981 0.08573
C 2.05697 0.81814 -0.23441
C 0.74934 1.09578 -0.17987
O -0.13842 2.19471 0.01893
H -3.44424 -0.71485 0.53753
H -3.05498 1.11459 -0.39666
H -1.21285 -1.71928 -0.00300
H 0.69361 -2.30466 0.14861
H 2.95192 -1.32122 0.10833
H 2.77929 1.64969 -0.20088
H -0.73110 1.75535 0.81646


[5]
A molecular structure, C6H7NO in a non-equilibrium geometry. Source: OMol25; level of theory: ωB97M-V/def2-TZVPD.

Calculated values
- Total energy: -9867.281 eV
- Multiplicity: 1
- Total charge: 0
- Energy above the lowest of the compared OMol25 structures with the same formula, charge and spin: 5.377 eV
- HOMO-LUMO gap: 0.311 hartree
- HOMO: -0.2808 Ha

Element x y z (Å)
C 1.63624 0.32280 0.76395
C 1.46179 0.13799 -0.69288
C 0.06705 0.00916 -0.79514
C -2.08652 -0.36090 -1.17816
C -1.97138 -0.50064 0.22887
C -0.63064 -0.05180 0.42142
H 2.36736 -0.47346 1.39839
H 1.75696 1.41662 1.09436
H 1.59429 1.10369 -1.31087
H 2.27386 -0.61447 -1.08581
H -3.20323 -0.68832 -1.66057
H -2.48311 -1.31705 1.07008
H -0.14110 1.06530 2.02823
N 0.32044 -0.01357 1.51529
O -0.96203 -0.03533 -1.79717


[6]
A single C6H7NO molecule in a non-equilibrium geometry. Source: OMol25; level of theory: ωB97M-V/def2-TZVPD.

Calculated values
- Total energy: -9868.242 eV
- Multiplicity: 1
- Total charge: 0
- Energy above the lowest of the compared OMol25 structures with the same formula, charge and spin: 4.416 eV
- HOMO-LUMO gap (alpha / beta): 0.338 / 0.269 hartree
- HOMO (alpha / beta): -0.3235 / -0.3011 Ha

Element x y z (Å)
C -2.11978 0.26964 0.14416
C -0.11298 -1.18918 0.47333
C 0.44093 -0.64648 -0.84735
C -1.29764 -0.43855 0.97453
C 1.19269 0.65917 -0.66932
C 0.80514 1.65598 0.29113
N -2.81916 0.85959 -0.56970
O 1.85650 0.86959 0.59372
H -0.37715 -2.24494 0.33241
H 0.67687 -1.15791 1.23425
H 1.12428 -1.37878 -1.28313
H -0.37389 -0.47312 -1.55407
H -1.52290 -0.45404 2.02939
H 1.78889 0.95330 -1.53216
H 0.73820 2.71573 0.38283


[7]
2 unconnected molecules or ions with the total composition C6H7NO in a non-equilibrium geometry. Source: OMol25; level of theory: ωB97M-V/def2-TZVPD.

Calculated values
- Total energy: -9865.948 eV
- Multiplicity: 1
- Total charge: 0
- Energy above the lowest of the compared OMol25 structures with the same formula, charge and spin: 6.710 eV
- HOMO-LUMO gap: 0.310 hartree
- HOMO: -0.2985 Ha

Element x y z (Å)
C -1.49292 0.10727 -0.01269
C -0.52027 1.23572 -0.23487
C 0.69236 0.60934 -0.29541
C 2.15464 0.74260 0.13368
C 2.12272 -0.84075 0.32934
C -0.73959 -1.02998 -0.17871
H -2.80050 -1.13022 -0.32070
H -0.97789 2.28091 0.06402
H 2.30056 1.39949 1.00383
H 2.73188 1.27872 -0.53254
H 2.37143 -1.43728 1.31528
H 2.84807 -1.15726 -0.43721
H -0.82699 -2.05572 -0.71930
N 0.59796 -0.64451 -0.29008
O -2.89173 0.04847 0.40114


[8]
A single C6H7NO molecule in a non-equilibrium geometry. Source: OMol25; level of theory: ωB97M-V/def2-TZVPD.

Calculated values
- Total energy: -9866.936 eV
- Multiplicity: 1
- Total charge: 0
- Energy above the lowest of the compared OMol25 structures with the same formula, charge and spin: 5.721 eV
- Structure (SMILES): O=CN1[C@@H]2CC=C[C@@H]21
- HOMO-LUMO gap: 0.373 hartree
- HOMO: -0.3601 Ha

Element x y z (Å)
O 0.04613 2.67227 -1.36695
C -0.87702 1.90759 -0.61200
N -0.85297 0.65962 -0.14416
C 0.48528 0.17190 -0.78348
C 0.32603 -1.24443 -0.76641
C 0.16076 -1.79404 0.74690
C 0.06710 -0.73953 1.49000
C 0.34091 0.54402 0.71575
H -1.76524 2.16221 0.09833
H 1.09727 0.82244 -1.52522
H -0.66572 -1.22764 -1.50300
H 1.10656 -1.85135 -1.17473
H 0.09322 -2.84358 1.18184
H -0.26945 -0.68216 2.46019
H 0.70715 1.44270 1.18293


[9]
A single C6H7NO molecule in a non-equilibrium geometry. Source: OMol25; level of theory: ωB97M-V/def2-TZVPD.

Calculated values
- Total energy: -9868.336 eV
- Multiplicity: 1
- Total charge: 0
- Energy above the lowest of the compared OMol25 structures with the same formula, charge and spin: 4.322 eV
- Structure (SMILES): CC1=C/C(=C\O)N=C1
- HOMO-LUMO gap: 0.304 hartree
- HOMO: -0.3120 Ha

Element x y z (Å)
C 2.40781 -0.57485 0.21932
C 1.08492 -0.03361 -0.13963
C -0.10630 -0.56361 -0.34741
C -1.18424 0.53025 -0.13280
C -2.59479 0.36586 0.01708
O -3.61507 -0.46716 0.20846
N -0.49954 1.66157 0.04782
C 0.80433 1.36206 0.08826
H 3.24137 -0.57933 -0.73204
H 2.46380 -1.62174 0.41164
H 2.85718 -0.40580 1.16216
H -0.25026 -1.68333 -0.38868
H -2.99928 1.46431 -0.14394
H -3.34503 -1.55953 -0.09192
H 1.73511 2.10490 -0.17831


[10]
A molecular structure, C6H7NO in a non-equilibrium geometry. Source: OMol25; level of theory: ωB97M-V/def2-TZVPD.

Calculated values
- Total energy: -9867.208 eV
- Multiplicity: 1
- Total charge: 0
- Energy above the lowest of the compared OMol25 structures with the same formula, charge and spin: 5.450 eV
- HOMO-LUMO gap: 0.350 hartree
- HOMO: -0.3233 Ha

Element x y z (Å)
C 0.81266 1.31724 -0.80625
C 0.85947 -0.49100 0.82325
C -0.43447 0.18816 1.17548
C -1.45918 -0.25893 0.19797
C -0.82262 -0.84130 -0.84349
C 0.74624 -1.17013 -0.44051
H 0.30240 1.58721 -1.82651
H 1.49921 -1.01335 1.51271
H -0.13034 1.44846 0.83574
H -0.94526 -0.04585 2.22817
H -2.43753 0.32936 -0.09230
H -1.56521 -1.24625 -1.76668
H 1.47109 -1.99411 -0.68372
N 1.53945 0.04232 -0.35042
O 0.56409 2.14816 0.03656


[11]
A single C6H7NO2 molecule in a non-equilibrium geometry. Source: OMol25; level of theory: ωB97M-V/def2-TZVPD.

Calculated values
- Total energy: -11918.007 eV
- Multiplicity: 1
- Total charge: 0
- Energy above the lowest of the compared OMol25 structures with the same formula, charge and spin: 2.425 eV
- Structure (SMILES): O=C[C@H](O)c1ccc[nH]1
- HOMO-LUMO gap: 0.327 hartree
- HOMO: -0.2993 Ha

Element x y z (Å)
O -3.12888 -0.15484 -0.83454
C -2.41140 -0.82484 -0.17386
C -1.17144 0.03103 0.69769
O -1.50489 1.35838 0.69304
C 0.35911 0.04191 0.37133
C 1.19302 -1.01794 0.24804
C 2.40829 -0.57112 -0.31100
C 2.24800 0.75541 -0.56744
N 0.92860 1.13203 -0.19993
H -2.41694 -1.94246 -0.07597
H -1.31737 -0.51542 1.73571
H -2.30424 1.59713 0.09842
H 0.82068 -1.93877 0.32875
H 3.04684 -1.44164 -0.53029
H 2.76376 1.55789 -1.02979
H 0.48685 1.93325 -0.45018


[12]
A single C6H7NO2S2 molecule in a non-equilibrium geometry. Source: OMol25; level of theory: ωB97M-V/def2-TZVPD.

Calculated values
- Total energy: -33586.922 eV
- Multiplicity: 1
- Total charge: 0
- Energy above the lowest of the compared OMol25 structures with the same formula, charge and spin: 2.991 eV
- Structure (SMILES): OCC1=CC=C(/C=N\O)SS1
- HOMO-LUMO gap: 0.282 hartree
- HOMO: -0.3068 Ha

Element x y z (Å)
O -3.34978 2.22848 0.92454
C -1.94143 2.56513 0.61254
C -0.97956 1.40211 0.25231
C -1.38436 0.15264 0.47386
C -0.55485 -1.08786 0.28287
C 0.61673 -1.05170 -0.35516
C 1.67365 -2.05117 -0.49621
N 1.97286 -3.21458 -0.04670
O 0.86396 -3.78167 0.50899
S 1.10348 0.37323 -1.23396
S 0.66853 1.85682 0.11807
H -3.63989 1.83381 0.14061
H -1.51969 3.00139 1.56806
H -1.79915 3.28891 -0.31662
H -2.52396 0.10391 0.63798
H -0.94887 -2.11741 0.48960
H 2.57915 -1.77679 -1.11991
H 0.99554 -4.66187 0.69188